1.
{"formula": "C6H5NOS", "method": "the ωB97M-V functional and the def2-TZVPD basis", "elements": ["H", "H", "H", "O", "S", "N", "C", "C", "H", "C", "H", "C", "C", "C"], "positions_angstrom": [[-0.99389, -1.45865, -2.79013], [-0.46546, 1.14150, -2.59068], [-0.05720, -1.01231, 3.71097], [-0.41347, 0.75283, -0.53872], [-0.23682, -1.63562, 2.57030], [2.64228, 3.18406, 0.51128], [-0.66605, -0.96178, -1.93969], [-0.67879, -1.47854, -0.63947], [1.06987, 1.78233, 1.00903], [-0.62258, 0.38991, -1.77705], [-0.96041, -2.44900, -0.29298], [-0.45102, -0.36382, 0.23184], [1.91991, 2.36204, 0.88181], [-0.08638, -0.25296, 1.65350]], "homo_ha": -0.32925, "max_force_ev_per_a": 3.2, "gap_ev": 7.970, "e_tot_ha": -759.663911, "e_above_lowest_kj_mol": 270.61}


2.
{"formula": "C25H24N3O", "method": "the ωB97M-V functional and the def2-TZVPD basis", "elements": ["H", "C", "C", "H", "H", "C", "H", "H", "H", "C", "C", "C", "H", "N", "C", "H", "C", "H", "C", "C", "H", "C", "C", "H", "O", "C", "C", "H", "H", "H", "C", "C", "C", "N", "H", "N", "H", "H", "H", "H", "C", "C", "H", "C", "C", "C", "C", "H", "C", "H", "H", "H", "C"], "positions_angstrom": [[-4.15686, 2.88863, -3.09892], [5.07556, -0.02909, 3.56243], [3.39534, -0.52587, 1.28742], [-3.10752, -0.08647, 1.42237], [-2.80714, 4.11485, -2.76133], [-3.34395, -0.55034, -1.35132], [-0.29902, 4.14299, 0.11271], [2.89152, -0.01334, 2.13202], [0.75748, 3.34176, -1.07018], [-4.53063, -0.37699, -2.12020], [-2.50387, 0.54865, -1.13604], [-1.28015, 0.88494, -0.34128], [5.12019, -2.21499, -1.84193], [1.33022, -0.54598, -0.21648], [-3.08654, -2.06234, 2.26666], [-4.12835, -2.01290, 2.57749], [-2.32722, -3.23506, 2.46201], [0.61866, -2.22201, 1.11238], [-2.86482, 1.73463, -1.82489], [-2.51009, -0.97762, 1.62031], [-2.79049, -4.09146, 2.95805], [-0.52308, 0.13042, 0.54177], [2.67396, -0.76195, 0.11506], [6.39748, -1.84265, 0.31196], [5.58154, -0.74976, 2.41022], [5.35502, -1.56425, 0.19183], [-1.14682, -0.99985, 1.20982], [-2.04577, 4.79623, -1.29768], [-0.39451, -4.20467, 2.17152], [2.44277, -1.76840, -2.92494], [-0.98349, -3.28949, 2.05319], [3.30869, -1.35368, -0.99541], [-0.41514, -2.17425, 1.46067], [2.32042, -1.44807, -1.97346], [4.19679, -0.54070, 3.97936], [-1.91969, 2.70652, -1.54268], [-5.26288, -1.19216, -2.21583], [5.92095, -0.06602, 4.25545], [4.83633, 1.00824, 3.28840], [0.22246, -0.97763, -2.00179], [-1.00628, 2.25212, -0.64697], [1.14746, -0.96301, -1.45165], [-5.69891, 0.92644, -3.43459], [-4.84237, 0.82410, -2.77905], [-3.98580, 1.92904, -2.62273], [-1.94273, 4.04878, -2.09695], [4.76036, -0.94317, 1.31945], [0.66351, 2.73326, 0.61633], [4.62451, -1.75371, -0.97650], [-3.10462, -1.53132, -0.92159], [-1.02878, 4.24746, -2.67722], [0.31891, 0.65884, 1.09713], [0.07735, 3.15133, -0.21441]], "charge": 1, "homo_ha": -0.40125, "max_force_ev_per_a": 3.1, "gap_ev": 7.436, "e_tot_ha": -1206.322953, "e_above_lowest_kj_mol": 46.14}